Record 1
12
Properties=species:S:1:pos:R:3 method="wB97M-V/def2-TZVPD" e_above_lowest_kj_mol=123.63 smiles="C=CSC(C)=S" max_force_ev_per_a=2.875 multiplicity=1 total_charge=0 gap_ev=7.6
C 0.92 -0.34 1.94
C 0.91 0.66 0.83
C -0.79 0.11 -1.20
C -1.29 -0.40 -2.34
H 1.95 -0.78 1.97
H 0.19 -1.14 1.73
H 0.72 0.10 2.86
H -1.46 0.65 -0.47
H -2.35 -0.22 -2.54
H -0.69 -0.94 -3.09
S 0.99 2.31 1.12
S 0.89 -0.01 -0.81

Record 2
12
Properties=species:S:1:pos:R:3 method="wB97M-V/def2-TZVPD" e_above_lowest_kj_mol=58.66 smiles=C1S[C@H]2C[C@H]2S1 max_force_ev_per_a=1.660 multiplicity=1 total_charge=0 gap_ev=9.3
C 0.19 -1.75 0.26
C -0.76 0.58 -0.60
C -0.14 1.26 0.58
C 0.69 0.71 -0.53
H 0.33 -2.76 -0.17
H 0.19 -1.84 1.35
H -1.35 1.13 -1.32
H -0.32 2.35 0.69
H -0.17 0.80 1.57
H 1.17 1.37 -1.22
S -1.42 -1.06 -0.31
S 1.59 -0.79 -0.31

Record 3
11
Properties=species:S:1:pos:R:3 method="wB97M-V/def2-TZVPD" e_above_lowest_kj_mol=648.45 max_force_ev_per_a=5.975 multiplicity=1 total_charge=0 gap_ev="5.8 / 6.4"
C 1.06 1.07 0.12
C 1.47 -0.18 0.25
C -1.27 1.39 0.31
C 0.43 -1.12 0.36
Si -1.38 -0.41 0.04
H 1.54 1.82 -0.46
H 2.47 -0.42 0.17
H -1.10 2.04 -0.45
H 0.59 -2.11 0.17
H -2.47 -1.40 0.79
H -1.34 -0.68 -1.30

Record 4
15
Properties=species:S:1:pos:R:3 method="wB97M-V/def2-TZVPD" e_above_lowest_kj_mol=460.31 max_force_ev_per_a=3.872 multiplicity=1 total_charge=0 gap_ev="8.1 / 8.1"
B -0.26 0.04 -0.84
C 0.30 -1.39 0.56
C -0.98 0.90 1.60
C -0.78 0.93 0.35
C 0.94 0.69 -1.59
N -0.05 -1.32 1.71
N -0.58 -0.35 2.36
O -1.07 -0.73 -1.61
H 0.79 -2.21 0.02
H -1.20 1.74 2.10
H 0.67 1.64 -2.18
H 1.30 0.02 -2.40
H 1.83 1.02 -0.88
H -0.16 -0.16 3.25
H -0.75 -0.81 -2.46

Record 5
14
Properties=species:S:1:pos:R:3 method="wB97M-V/def2-TZVPD" e_above_lowest_kj_mol=631.24 max_force_ev_per_a=4.600 multiplicity=1 total_charge=0 gap_ev="5.8 / 5.8"
B -1.01 -0.37 -0.15
C -2.36 1.17 -1.71
C -1.80 0.01 -1.44
C 2.22 -0.09 0.77
C 0.81 -0.74 1.59
O 2.13 1.16 0.60
O -0.31 -0.45 0.85
H -2.65 1.24 -2.70
H -2.09 2.00 -1.04
H -1.85 -0.75 -2.22
H 3.18 -0.42 1.37
H 2.06 -0.76 -0.17
H 0.71 -1.87 1.68
H 0.95 -0.11 2.57

Record 6
13
Properties=species:S:1:pos:R:3 method="wB97M-V/def2-TZVPD" e_above_lowest_kj_mol=0.00 max_force_ev_per_a=2.728 s2=0.753 multiplicity=2 total_charge=0 gap_ev="10.3 / 6.4"
Br -0.75 -0.97 2.47
Br -1.37 1.54 -0.33
C 1.27 1.32 3.97
C 1.17 1.72 2.53
C 0.26 2.50 1.93
C 0.03 2.58 0.49
H 2.00 0.52 4.19
H 1.55 2.20 4.59
H 0.34 0.92 4.38
H 1.81 1.16 1.84
H -0.31 3.25 2.49
H -0.36 3.58 0.24
H 0.95 2.45 -0.10

Record 7
16
Properties=species:S:1:pos:R:3 method="wB97M-V/def2-TZVPD" e_above_lowest_kj_mol=0.00 max_force_ev_per_a=5.933 s2=2.017 multiplicity=3 total_charge=+1 gap_ev="6.2 / 5.4"
C 0.12 0.75 0.07
C -2.16 0.83 -0.41
C -0.96 -1.28 0.38
C 2.69 -0.10 0.17
N -0.97 0.15 0.07
O 1.53 -0.36 0.72
Br 2.67 -0.07 -1.93
Br 3.97 -1.50 0.74
Br 3.36 1.71 0.67
H 0.44 1.82 0.10
H -2.64 0.45 -1.38
H -2.09 1.90 -0.81
H -2.86 0.72 0.44
H -0.82 -1.75 -0.64
H -2.04 -1.66 0.76
H -0.25 -1.61 1.05

Record 8
17
Properties=species:S:1:pos:R:3 method="wB97M-V/def2-TZVPD" e_above_lowest_kj_mol=0.00 max_force_ev_per_a=4.225 multiplicity=1 total_charge=0 gap_ev=8.9
C -0.08 0.95 1.94
C 1.21 1.19 1.62
C -1.67 0.82 0.19
C -1.53 -0.65 -1.84
N -1.28 1.13 1.39
N 3.79 -0.97 0.15
N 2.93 -1.49 -0.35
N -1.14 -0.25 -0.45
O 2.11 -2.08 -0.91
Br 1.66 1.89 -0.12
H -0.08 0.53 2.99
H 2.07 0.81 2.21
H -2.66 1.13 0.00
H -2.16 0.06 -2.31
H -0.70 -1.05 -2.47
H -2.29 -1.51 -1.73
H -0.19 -0.49 -0.31

Number 1: electronic energy -25914.0099 eV. Number 2: electronic energy -25914.6833 eV. Number 3: electronic energy -12114.1821 eV. Number 4: electronic energy -9961.3492 eV. Number 5: electronic energy -9027.7704 eV. Number 6: electronic energy -144344.4686 eV. Number 7: electronic energy -217912.0963 eV. Number 8: electronic energy -82308.2416 eV.